<i>
C2H5S | ωB97M-V with the def2-TZVPD basis set

LUMO level: 4.2 eV
HOMO-LUMO gap: 6.70 eV
HOMO energy: -2.53 eV

The geometry in ORCA input format:
```
! RIJCOSX wB97M-V def2-TZVPD def2/J DEFGRID3
* xyz -1 1
S 1.17164 -1.84658 -2.10594
H 1.95916 -2.01922 -0.99966
C -0.84984 0.55286 1.06966
C -0.26436 0.75338 -0.10393
H -1.46368 1.27001 1.63128
H -0.66100 -0.42390 1.72902
H 0.30789 -0.01604 -0.64859
H -0.19982 1.72947 -0.57183
*
```

Atom charges from the Löwdin analysis, given in e for atoms 1 to 5: S -0.333; H -0.451; C -0.138; C -0.122; H 0.015



<ii>
C2H5S | ωB97M-V with the def2-TZVPD basis set

LUMO level: 3.9 eV
HOMO-LUMO gap: 6.25 eV
HOMO energy: -2.34 eV

The geometry in ORCA input format:
```
! RIJCOSX wB97M-V def2-TZVPD def2/J DEFGRID3
* xyz -1 1
S -0.89886 -3.56836 -0.94649
H -0.57110 -2.88790 -2.04319
C 0.12573 0.96966 -0.13982
C 0.44348 1.19132 1.13079
H 0.38121 0.04154 -0.63900
H -0.46471 1.67046 -0.71699
H 0.24763 2.17625 1.54119
H 0.73662 0.40703 1.81352
*
```

Atom charges from the Löwdin analysis, given in e for atoms 1 to 5: S -0.443; H -0.537; C -0.076; C -0.096; H 0.043



Which is most stable, and by how much? <ii>, by 0.0031 hartree.



<i>
C4H9O3 | ωB97M-V with the def2-TZVPD basis set

LUMO level: 3.9 eV
HOMO-LUMO gap: 7.43 eV
HOMO energy: -3.51 eV

The geometry in ORCA input format:
```
! RIJCOSX wB97M-V def2-TZVPD def2/J DEFGRID3
* xyz -1 1
C -0.42352 0.03195 -1.41094
O -1.52437 0.42767 -0.73786
C 0.81382 -0.24940 -0.48152
C 0.37760 -1.17296 0.63037
C 1.27692 -1.22844 1.81040
O 1.33868 -2.15097 2.59516
H -0.57086 -0.91992 -1.94404
H -0.00814 0.81672 -2.09159
H 1.60778 -0.59517 -1.16093
H 1.10991 0.72361 -0.07234
H 0.21024 -2.17358 0.22854
H -0.66208 -0.85311 0.84988
H 1.93539 -0.34795 1.95402
H -2.55681 2.72875 0.12373
H -1.31679 2.04824 -0.36889
O -1.60777 2.91456 0.07599
*
```

Atom charges from the Löwdin analysis, given in e for atoms 1 to 5: C -0.493; O -0.330; C -0.231; C -0.199; C -0.282



<ii>
C4H9O3 | ωB97M-V with the def2-TZVPD basis set

LUMO level: 4.2 eV
HOMO-LUMO gap: 8.74 eV
HOMO energy: -4.56 eV

The geometry in ORCA input format:
```
! RIJCOSX wB97M-V def2-TZVPD def2/J DEFGRID3
* xyz -1 1
C 2.42410 1.89798 -1.18441
C 1.18887 1.26728 -0.50735
O 0.39545 0.63956 -1.25659
O 1.10445 1.47824 0.71945
H 2.21839 2.49091 -2.08856
H 3.08694 1.06766 -1.38491
H 2.86627 2.71844 -0.61466
C -0.89142 -1.36027 0.93166
C -2.43549 -1.37111 1.00975
O -0.52287 -1.62957 -0.47908
H -0.61257 -0.31165 1.06355
H -0.27084 -2.13646 1.36654
H -2.71331 -0.33994 1.24180
H -0.08411 -0.79715 -0.79919
H -2.81716 -1.91732 1.87155
H -2.93670 -1.69658 0.11046
*
```

Atom charges from the Löwdin analysis, given in e for atoms 1 to 5: C -0.054; C -0.743; O -0.080; O -0.069; H 0.055



Which is most stable, and by how much? <ii>, by 0.0376 hartree.



<i>
C4H9O3 | ωB97M-V with the def2-TZVPD basis set

LUMO level: 3.9 eV
HOMO-LUMO gap: 7.91 eV
HOMO energy: -4.02 eV

The geometry in ORCA input format:
```
! RIJCOSX wB97M-V def2-TZVPD def2/J DEFGRID3
* xyz -1 1
C -0.21924 1.07267 -0.52409
C -0.19015 2.25925 -1.45392
O -1.06297 1.35642 0.58256
H -0.66506 0.18456 -0.97384
H 0.71907 0.85086 0.03409
H 0.26261 3.04418 -0.83027
H -0.69975 1.00132 1.38605
H -1.18287 2.72861 -1.38173
H 0.28054 2.21181 -2.42826
C 0.25542 -2.45382 0.17461
C 0.53088 -1.70364 1.54029
O 0.26906 -2.27487 2.60077
O 0.92785 -0.48119 1.47835
H 1.22699 -2.81932 -0.13325
H -0.02349 -1.76788 -0.60530
H -0.42888 -3.20896 0.53393
*
```

Atom charges from the Löwdin analysis, given in e for atoms 1 to 5: C -0.353; C -0.102; O -0.105; H 0.087; H 0.098



<ii>
C4H9O3 | ωB97M-V with the def2-TZVPD basis set

LUMO level: 4.1 eV
HOMO-LUMO gap: 8.39 eV
HOMO energy: -4.27 eV

The geometry in ORCA input format:
```
! RIJCOSX wB97M-V def2-TZVPD def2/J DEFGRID3
* xyz -1 1
C 0.15405 -1.29598 -0.57090
C -0.37670 -2.65501 -0.11540
O -1.01394 -0.43011 -0.94553
H 0.80534 -0.69636 0.15152
H 0.59105 -1.29709 -1.57017
H -0.15193 -3.48234 -0.84700
H -1.39126 -0.07288 -0.12434
H -1.44091 -2.48411 0.11078
H 0.04916 -2.91968 0.84063
C 0.36844 2.77141 0.07996
C 0.37119 1.51217 1.01769
O -0.67415 1.34120 1.69652
O 1.36671 0.77342 0.87990
H -0.57061 2.57418 -0.38241
H 1.20625 2.62285 -0.63787
H 0.70730 3.73833 0.41662
*
```

Atom charges from the Löwdin analysis, given in e for atoms 1 to 5: C -0.265; C -0.104; O -0.154; H 0.079; H 0.094



<iii>
C4H9O3 | ωB97M-V with the def2-TZVPD basis set

LUMO level: 3.8 eV
HOMO-LUMO gap: 7.99 eV
HOMO energy: -4.15 eV

The geometry in ORCA input format:
```
! RIJCOSX wB97M-V def2-TZVPD def2/J DEFGRID3
* xyz -1 1
O -0.63368 0.78216 1.13367
C 0.02557 1.58703 0.44061
O 0.60955 1.35914 -0.64651
C 0.23110 3.00979 1.02901
H 0.23338 3.81063 0.29434
H -0.50558 3.17305 1.82007
H 1.21403 2.96756 1.50789
C -0.47827 -1.72929 -0.38384
O -0.77102 -2.74938 -1.37254
C 1.00588 -1.78733 -0.11810
H -0.75129 -0.73489 -0.71554
H -1.03788 -1.97349 0.52533
H -1.38424 -2.39892 -2.03158
H 1.52031 -1.33774 -0.96969
H 1.25997 -1.19036 0.75572
H 1.35169 -2.81979 0.00006
*
```

Atom charges from the Löwdin analysis, given in e for atoms 1 to 5: O -0.092; C -0.787; O -0.098; C -0.060; H 0.046



Which is most stable, and by how much? <iii>, by 0.0240 hartree.



<i>
C2H4Br2 | ωB97M-V with the def2-TZVPD basis set

LUMO level: 0.7 eV
HOMO-LUMO gap: 11.11 eV
SMILES string: BrCCBr
HOMO energy: -10.42 eV

The geometry in ORCA input format:
```
! RIJCOSX wB97M-V def2-TZVPD def2/J DEFGRID3
* xyz 0 1
Br 0.47432 -1.06854 -1.98302
C 0.63216 -0.37297 -0.17922
C -0.64725 0.32942 0.20071
Br -0.35190 1.43207 1.77126
H 1.48768 0.29415 -0.15408
H 0.83827 -1.22164 0.46586
H -1.43059 -0.37167 0.47034
H -1.00270 0.97919 -0.59185
*
```

Atom charges from the Löwdin analysis, given in e for atoms 1 to 5: Br 0.622; C -0.721; C -0.721; Br 0.619; H 0.045



<ii>
C2H4Br2 | ωB97M-V with the def2-TZVPD basis set

LUMO level: 0.7 eV
HOMO-LUMO gap: 11.08 eV
SMILES string: BrCCBr
HOMO energy: -10.37 eV

The geometry in ORCA input format:
```
! RIJCOSX wB97M-V def2-TZVPD def2/J DEFGRID3
* xyz 0 1
Br -0.11400 -0.34124 -2.27863
C -0.62636 -0.11485 -0.41830
C 0.61293 0.04257 0.46624
Br 0.19358 1.07787 2.03513
H -1.19535 -0.99515 -0.13987
H -1.26612 0.75880 -0.38261
H 1.43076 0.50375 -0.07819
H 0.96455 -0.93174 0.79622
*
```

Atom charges from the Löwdin analysis, given in e for atoms 1 to 5: Br 0.614; C -0.705; C -0.725; Br 0.633; H 0.054



Which is most stable, and by how much? <i>, by 0.0028 hartree.